# C27H31AsCoF6Ge2N2O2

A structure of composition C27H31AsCoF6Ge2N2O2 at a distorted geometry (ωB97M-V with the def2-TZVPD basis set, OMol25).

Lowest unoccupied orbital energy (spin up / spin down) (Eh): -0.2243 / -0.2243
Net charge: +1
Orbital gap (spin up / spin down) (eV): 4.8 / 4.8

Last column: Löwdin charge in e.
Geometry (Å):
Co 0.460 1.318 0.564  0.402
C 1.301 1.473 4.589  0.034
C 1.543 1.357 3.124  -0.354
O 0.572 1.184 2.403  -0.008
C 2.911 1.391 2.620  0.092
C 3.286 1.309 1.330  -0.227
C 4.723 1.284 0.928  -0.008
N 2.304 1.238 0.336  0.029
N 2.705 1.198 -0.872  0.202
C 1.622 1.123 -1.740  -0.310
O 0.480 1.069 -1.265  -0.028
C 1.834 1.075 -3.181  -0.138
C 3.129 1.022 -3.710  -0.007
C 3.304 0.989 -5.084  -0.052
C 2.197 1.015 -5.926  -0.040
C 0.909 1.059 -5.398  -0.042
C 0.724 1.083 -4.028  0.014
H 0.237 1.422 4.794  0.104
H 1.701 2.426 4.952  0.112
H 1.818 0.667 5.118  0.108
H 3.697 1.482 3.360  0.140
H 5.372 1.259 1.799  0.094
H 4.957 2.166 0.327  0.103
H 4.917 0.415 0.297  0.095
H 3.980 1.014 -3.038  0.113
H 4.305 0.942 -5.502  0.115
H 2.339 1.018 -7.001  0.118
H 0.050 1.073 -6.060  0.117
H -0.270 1.123 -3.597  0.125
C -3.381 0.616 -1.688  -0.236
Ge -3.487 -0.215 0.055  0.780
C -4.526 -1.846 -0.106  -0.233
C -4.056 0.765 1.619  -0.243
Ge -0.859 -0.774 0.543  1.074
C -0.846 -1.690 2.258  -0.343
C 0.398 -2.023 2.809  -0.134
C 0.465 -2.673 4.036  -0.081
C -0.706 -2.968 4.730  -0.074
C -1.942 -2.640 4.185  -0.065
C -2.013 -1.997 2.952  -0.104
C -0.259 -1.951 -0.880  -0.345
C 1.107 -2.253 -0.931  -0.134
C 1.605 -3.064 -1.947  -0.078
C 0.748 -3.544 -2.932  -0.074
C -0.608 -3.239 -2.888  -0.066
C -1.111 -2.441 -1.865  -0.105
H -4.373 1.037 -1.897  0.035
H -3.145 -0.139 -2.439  0.016
H -2.648 1.417 -1.720  -0.004
H -5.567 -1.506 -0.180  0.036
H -4.436 -2.498 0.764  0.019
H -4.276 -2.409 -1.006  0.015
H -4.673 1.600 1.279  0.030
H -3.218 1.172 2.178  0.013
H -4.645 0.104 2.254  0.024
H 1.316 -1.782 2.280  0.087
H 1.430 -2.951 4.452  0.106
H -0.653 -3.448 5.702  0.109
H -2.855 -2.880 4.720  0.111
H -2.982 -1.744 2.535  0.067
H 1.787 -1.864 -0.177  0.083
H 2.661 -3.314 -1.973  0.106
H 1.139 -4.154 -3.739  0.109
H -1.276 -3.616 -3.655  0.110
H -2.172 -2.212 -1.834  0.065
F -1.337 1.999 0.548  -0.342
As -1.343 3.814 0.317  0.719
F -0.967 3.503 -1.315  -0.198
F 0.329 3.489 0.676  -0.222
F -1.617 3.901 1.991  -0.194
F -1.114 5.473 0.163  -0.167
F -2.996 3.756 -0.010  -0.176